# C2NO4S

A 2-piece molecular cluster, C2NO4S overall at a distorted geometry (ωB97M-V/def2-TZVPD, the Open Molecules 2025 dataset).

Kohn-Sham gap (spin up / spin down): 7.22 / 7.97 eV
Highest occupied orbital energy (spin up / spin down): -3.7 / -5.1 eV
Net charge: -1
2S+1: 3
Largest force on an atom: 4.746 eV/Å

Atoms and positions in Å:
S 0.500 1.420 -1.335
O -2.088 1.036 -0.544
O 1.123 -0.737 1.559
O 2.523 -0.503 -0.211
O -2.023 -0.992 0.510
N 0.336 0.237 -0.435
C 1.480 -0.459 0.476
C -1.852 -0.002 -0.021

Atom charges from the Mulliken analysis, given in e for atoms 1 to 4:
1. S -0.15
2. O -0.49
3. O -0.55
4. O -0.66



# C35H79N9O13

A 11-piece molecular cluster, C35H79N9O13 overall at a distorted geometry (ωB97M-V/def2-TZVPD, the Open Molecules 2025 dataset).

Kohn-Sham gap: 9.21 eV
Highest occupied orbital energy: -8.9 eV
SMILES: CCOC(C)=O.CCOC(C)=O.CN(C)C=O.CN(C)C=O.CN(C)C=O.CN(C)C=O.CN(C)C=O.CN(C)C=O.CN(C)C=O.CN(C)C=O.CN(C)C=O
Energy above the lowest of the compared OMol25 structures with the same formula, charge and spin: 3.2 kJ/mol
2S+1: 1
Largest force on an atom: 4.203 eV/Å

Atoms and positions in Å:
O -4.019 2.163 -6.149
O 3.562 2.488 -3.204
O -1.742 1.944 7.194
O -1.162 -1.778 -5.508
O 5.445 0.326 0.105
O -1.313 -1.080 2.127
O 1.209 7.045 -2.261
O -1.331 -4.832 3.216
O 1.681 -4.633 0.557
O -0.515 -0.102 0.281
O 2.040 4.366 2.169
O -2.336 1.873 -4.554
O -4.672 -2.145 -0.559
N 4.608 -1.545 -0.962
N 0.493 5.073 -2.903
N -1.901 -5.475 1.141
N 0.153 4.392 3.458
N 0.603 -1.047 -4.296
N -6.254 -2.123 1.055
N 2.475 -4.867 2.637
N -1.466 0.094 5.888
N 4.274 4.058 -1.666
C 2.034 -3.553 3.121
C -5.870 -2.212 -0.203
C -2.474 1.674 -2.123
C -7.661 -2.291 1.510
C -0.464 4.725 4.723
C 0.020 1.015 0.951
C 4.863 -1.231 -2.317
C 4.876 4.416 -0.326
C 0.460 4.000 -3.889
C -1.984 -4.655 2.231
C 0.917 6.298 -3.189
C -1.121 -1.300 5.817
C -1.563 0.730 4.636
C -2.673 -5.203 -0.067
C 1.575 1.078 0.837
C -1.234 -2.250 0.027
C -0.207 -0.971 -5.337
C -1.047 -6.646 1.020
C 3.875 -2.808 -0.817
C 3.304 -5.654 3.501
C 2.242 -5.278 1.406
C -1.757 2.286 -6.861
C -5.364 -1.943 2.208
C 4.154 5.227 -2.542
C 0.206 4.618 -1.558
C -2.845 2.131 -5.834
C 4.904 -0.779 0.098
C -1.023 -1.083 0.939
C 3.926 2.794 -2.069
C 1.396 4.711 3.170
C 1.683 -0.100 -4.233
C 0.776 -2.303 -3.482
C -1.625 0.723 7.076
C -3.256 1.667 -3.489
C -0.762 3.707 2.472
H 1.890 1.977 1.367
H 3.586 4.879 -3.405
H -1.553 -1.799 6.684
H -2.222 -2.682 0.187
H -8.099 -1.307 1.679
H 2.843 -5.900 4.457
H -0.812 4.238 -1.473
H -0.160 1.035 2.026
H -0.509 -3.035 0.244
H 0.071 -3.059 -3.826
H 1.211 3.248 -3.646
H -4.341 -1.759 1.880
H 4.593 -1.184 1.073
H -1.476 5.092 4.550
H -0.398 -6.970 1.834
H -5.447 -2.786 2.894
H 1.531 -3.585 4.088
H -6.724 -2.479 -0.844
H 4.072 1.987 -1.334
H -1.867 1.413 -7.504
H 3.935 -1.115 -2.876
H 5.414 -0.293 -2.387
H 2.633 -6.292 1.228
H 1.359 -3.039 2.437
H 4.523 -3.561 -1.266
H -0.762 2.145 -6.439
H 5.101 5.714 -2.776
H -1.866 3.229 -7.398
H -3.732 0.705 -3.677
H 1.372 0.879 -4.598
H -1.021 -1.912 -0.987
H 0.232 5.440 -0.843
H -5.548 -1.024 2.765
H 3.670 -6.612 3.131
H 4.172 -5.047 3.757
H 0.093 -0.189 -6.052
H -0.061 -1.473 5.634
H 2.930 -2.975 3.345
H -0.915 2.666 2.757
H -1.789 1.782 4.811
H -2.373 0.374 3.999
H 3.825 -2.936 0.265
H -7.643 -2.843 2.450
H -2.366 2.672 -1.697
H -1.672 -7.522 0.849
H 1.839 5.216 4.042
H 0.690 4.348 -4.897
H 2.851 -2.896 -1.182
H -0.378 3.828 1.459
H -0.445 -6.598 0.113
H -1.473 1.247 -2.191
H 2.542 -0.391 -4.838
H 3.502 5.855 -1.935
H -0.499 3.488 -3.823
H 1.827 1.119 -0.223
H 5.460 -2.028 -2.759
H -0.484 1.843 0.453
H -3.035 1.019 -1.456
H -0.613 3.777 5.240
H -8.307 -2.830 0.816
H -2.088 -5.035 -0.971
H 0.657 -2.185 -2.405
H 4.256 5.117 0.232
H 1.044 6.461 -4.270
H 5.115 3.521 0.248
H 2.099 0.250 1.313
H -0.649 0.681 4.045
H -4.031 2.428 -3.389
H -3.364 -6.020 -0.277
H 0.813 3.804 -1.160
H -1.659 4.326 2.437
H -1.586 -1.791 4.962
H -1.671 0.034 7.933
H -3.344 -4.346 -0.005
H -2.714 -3.838 2.118
H 1.750 -2.759 -3.659
H 5.783 4.983 -0.539
H 2.189 0.106 -3.290
H 0.113 5.427 5.325

Atom charges from the Mulliken analysis, given in e for atoms 1 to 4:
1. O -0.58
2. O -0.71
3. O -0.58
4. O -0.69



# C9H8Br2S2

C9H8Br2S2 as an isolated structure at a distorted geometry (ωB97M-V/def2-TZVPD, the Open Molecules 2025 dataset).

Kohn-Sham gap: 8.41 eV
Highest occupied orbital energy: -8.3 eV
Energy above the lowest of the compared OMol25 structures with the same formula, charge and spin: 197.8 kJ/mol
2S+1: 1
Largest force on an atom: 3.595 eV/Å

Atoms and positions in Å:
Br 1.331 -1.368 2.114
Br -1.585 -0.138 2.796
S -3.163 1.367 -0.451
S -0.058 -1.420 -2.258
C -2.019 2.320 0.459
C 2.873 0.277 -0.218
C -0.911 1.945 1.041
C 1.750 0.865 0.233
C -0.407 0.662 1.490
C -2.004 0.216 -0.889
C -1.251 -0.513 -1.483
C -0.154 -2.928 -1.361
C 0.826 0.235 1.164
H 3.190 -0.778 0.000
H -1.110 -2.834 -0.761
H 0.593 -2.973 -0.646
H 1.580 1.888 -0.082
H -0.488 2.871 1.579
H -0.339 -3.751 -2.016
H 3.534 0.657 -1.059
H -2.188 3.401 0.346

Atom charges from the Mulliken analysis, given in e for atoms 1 to 4:
1. Br -0.19
2. Br -0.06
3. S -0.25
4. S -0.19



# C61H36Cl2F12I2O8

A 3-piece molecular cluster, C61H36Cl2F12I2O8 overall at a distorted geometry (ωB97M-V/def2-TZVPD, the Open Molecules 2025 dataset).

Kohn-Sham gap: 8.03 eV
Highest occupied orbital energy: -9.4 eV
SMILES: C[C@@H](I)[C@H](I)c1c(Cl)c(Cl)cc2c1C(=O)c1c(CCC(F)(F)C(F)(F)C(F)(F)C(F)(F)F)cc(COC(F)(F)F)c(CC(=O)c3ccccc3)c1C2=O.O=C1c2ccccc2C(=O)c2ccccc21.O=C1c2ccccc2C(=O)c2ccccc21
2S+1: 1
Largest force on an atom: 2.812 eV/Å

Atoms and positions in Å:
I 6.834 -3.872 -1.978
I 4.954 -6.109 1.184
Cl 5.797 1.740 0.179
Cl 6.983 -1.199 0.355
F -5.353 -2.602 -3.312
F -5.201 -0.496 -3.908
F -2.577 -8.479 -2.864
F -0.174 -8.450 -3.058
F -2.016 -8.253 0.707
F -3.884 -8.584 -0.394
F -1.196 -10.609 -1.447
F -3.401 -1.741 -4.009
F -2.233 -10.876 0.553
F -2.764 -6.654 -1.645
F 0.264 -8.145 -0.901
F -3.374 -10.783 -1.329
O -7.738 4.084 3.603
O -1.696 0.489 0.599
O -4.273 -1.054 -1.997
O 8.262 3.755 -2.953
O -11.492 4.065 7.396
O 1.171 0.650 -2.900
O 13.547 4.390 -2.576
O 2.657 -3.993 -2.445
C 0.337 -5.316 -1.092
C 4.555 -2.180 -0.783
C 11.607 3.429 -1.662
C -2.261 -10.294 -0.673
C 4.818 0.361 -0.404
C 9.546 2.520 -0.800
C -10.632 4.099 6.537
C -7.544 3.287 8.524
C -10.980 4.431 5.133
C 2.729 -0.477 -1.469
C 12.339 4.269 -2.643
C -6.573 3.242 7.526
C -4.533 -1.515 -3.259
C -8.238 3.795 5.879
C -11.644 5.120 2.521
C 10.191 4.778 -3.820
C -6.168 3.202 0.245
C -0.510 -7.667 -1.939
C -6.159 1.750 0.400
C 4.660 -3.184 1.932
C 10.222 3.280 -1.750
C 11.569 4.966 -3.704
C -8.863 3.568 8.199
C 10.249 1.905 0.226
C 3.240 -1.863 -1.358
C -9.995 4.455 4.145
C -12.630 5.076 3.503
C -3.638 -2.040 -1.166
C -8.589 4.107 4.472
C -2.070 -7.849 -1.734
C -10.331 4.806 2.840
C 10.153 6.245 -5.727
C 12.311 2.798 -0.640
C -12.300 4.733 4.806
C 5.490 -3.999 0.870
C 0.775 -2.734 -1.657
C 1.323 -0.281 -2.145
C -2.501 -8.730 -0.499
C 11.633 2.038 0.301
C 5.332 -1.000 -0.327
C 9.487 5.412 -4.841
C 11.524 6.451 -5.597
C -3.679 3.076 -0.368
C -9.215 3.817 6.876
C -0.117 -3.834 -1.314
C 3.497 0.661 -0.976
C -2.318 0.842 -0.382
C 0.255 -1.353 -1.805
C -4.918 3.841 -0.155
C 12.232 5.808 -4.592
C -2.094 -2.159 -1.340
C -0.083 -6.200 -2.333
C -6.919 3.496 6.207
C -4.920 0.988 0.189
C 5.114 -3.621 -0.648
C -1.703 0.433 -1.789
C 2.309 -2.981 -1.879
C -1.536 -3.514 -1.171
C 9.462 3.922 -2.851
C -3.651 1.616 -0.195
C -1.177 -1.046 -1.643
H 13.387 2.903 -0.574
H 4.388 -4.411 -0.970
H -5.001 -0.111 0.359
H 3.582 -3.044 1.632
H 5.070 -2.150 2.090
H -9.615 3.597 8.978
H 9.719 1.318 0.967
H -2.486 0.437 -2.599
H -0.891 -5.663 -2.888
H 8.469 2.409 -0.855
H -13.069 4.705 5.568
H -0.211 -5.676 -0.174
H -11.902 5.398 1.506
H 4.668 -3.758 2.892
H -0.886 1.163 -2.001
H -3.827 -1.812 -0.079
H -2.785 3.686 -0.640
H 6.600 -3.915 1.010
H 12.041 7.112 -6.283
H -13.657 5.315 3.252
H 1.428 -5.396 -0.831
H -7.270 3.100 9.556
H 13.299 5.968 -4.498
H -5.545 3.013 7.780
H -2.229 -4.345 -0.910
H 9.603 6.741 -6.519
H 8.420 5.259 -4.942
H -4.063 -3.073 -1.322
H -7.075 1.190 0.714
H -9.568 4.839 2.071
H -7.122 3.733 0.446
H 12.182 1.551 1.099
H -6.159 3.465 5.435
H -4.938 4.955 -0.259
H 0.801 -6.247 -3.027
H 3.074 1.687 -1.047

Atom charges from the Mulliken analysis, given in e for atoms 1 to 4:
1. I 0.16
2. I 0.05
3. Cl -0.19
4. Cl -0.10